(1)
ORCA calculation (ωB97M-V/def2-TZVPD) on a cluster of 2 separate species, C5H12N2O in total in a non-equilibrium geometry.

The geometry in XYZ format:
```
20
Properties=species:S:1:pos:R:3:forces:R:3
C -1.59079 1.36854 -0.51976 1.649 0.538 2.285
C 0.01105 -0.82660 1.55240 -0.007 -0.042 -0.148
C -0.52724 -1.67838 -0.65102 0.187 0.039 0.133
N -0.06951 -0.53142 0.12683 0.273 -0.409 0.102
C 1.13470 0.04927 -0.39660 0.068 0.225 0.406
N -0.94413 2.11908 0.32105 -1.172 0.605 -0.983
C 1.17322 1.29548 -0.84214 0.265 1.242 -0.562
O 2.20575 -0.84481 -0.23655 -0.334 -0.288 -0.525
H 2.97355 -0.45806 -0.67009 -0.020 0.124 0.079
H -1.17628 2.05207 1.30311 -0.148 -0.152 0.056
H 0.18458 2.44785 -0.04094 -0.748 -2.168 -1.075
H 2.03906 1.58008 -1.44057 0.581 -0.069 0.510
H -2.27815 0.61050 -0.17015 -0.536 0.451 -0.109
H -1.25580 1.39797 -1.54257 0.070 -0.038 -0.227
H 0.14225 -2.54327 -0.55837 -0.038 0.007 -0.038
H -0.97715 -1.12254 1.91276 0.024 -0.061 0.064
H 0.32847 0.07380 2.08040 -0.012 0.005 0.027
H 0.73363 -1.62058 1.77914 -0.089 0.003 0.025
H -0.58626 -1.39468 -1.70148 0.004 -0.012 -0.020
H -1.52095 -1.97428 -0.30545 -0.018 -0.001 -0.002
```
Positions in Å, forces in eV/Å.

- M (g mol⁻¹) = 116.16
- multiplicity = 1
- DFT total energy (a.u.) = -382.27549
- frontier orbital gap (eV) = 7.61
- ΔE to the lowest compared entry with this formula, charge and spin (kJ/mol) = 596.10
- HOMO energy (eV) = -7.133

Löwdin population analysis, charges in e, atoms 1 to 2: -0.002 -0.086

---

(2)
ORCA calculation (ωB97M-V/def2-TZVPD) on the molecule C5H12N2O in a non-equilibrium geometry.

The geometry in XYZ format:
```
20
Properties=species:S:1:pos:R:3:forces:R:3
C -2.50691 0.62911 0.44083 -0.762 -2.101 -1.373
C -1.20147 0.77096 1.18227 0.461 1.240 0.755
C 0.01960 0.60551 0.25179 -0.039 0.506 -0.421
C 1.25028 1.33323 0.79811 -0.927 -1.321 0.842
O 2.10814 0.73549 1.40014 0.202 0.543 -0.359
N 0.28644 -0.78106 -0.09846 0.110 0.642 0.289
C 0.66825 -1.00834 -1.48531 -0.843 0.151 -0.966
N -0.18157 -2.00059 -2.16430 1.187 -0.088 -0.063
H -2.30721 0.12320 -0.52210 0.153 0.380 0.057
H -3.11660 1.48725 0.17552 0.376 0.474 0.397
H -3.19169 -0.13011 0.83947 0.104 0.398 0.604
H -1.11029 0.14251 2.06864 -0.027 -0.447 -0.281
H -1.16917 1.77235 1.63370 0.125 0.086 -0.172
H -0.23827 1.18135 -0.64263 -0.073 -0.221 -0.216
H 1.20263 2.42080 0.69664 0.401 0.446 0.050
H 0.99098 -1.08341 0.57389 -0.083 -0.314 -0.350
H 1.72123 -1.22248 -1.62874 0.205 -0.550 0.164
H 0.52379 -0.11971 -2.11237 -0.026 0.432 0.682
H 0.28400 -2.90491 -2.20007 -0.653 0.109 0.278
H -1.08978 -2.02000 -1.72291 0.108 -0.367 0.083
```
Positions in Å, forces in eV/Å.

- M (g mol⁻¹) = 116.16
- multiplicity = 1
- SMILES = CC[C@@H](C=O)NCN
- DFT total energy (a.u.) = -382.42281
- frontier orbital gap (eV) = 9.98
- ΔE to the lowest compared entry with this formula, charge and spin (kJ/mol) = 209.30
- HOMO energy (eV) = -8.976

Löwdin population analysis, charges in e, atoms 1 to 2: -0.108 -0.210

---

Question: Which value of M does entry 1 give?
Answer: 116.16 g mol⁻¹

---

Question: Number 1 is which compound?
Answer: C5H12N2O